(1)
# C5H6O2

The molecule C5H6O2 at a distorted geometry (the ωB97M-V functional and the def2-TZVPD basis, OMol25).

Structure (XYZ):
```
13
Properties=species:S:1:pos:R:3:forces:R:3
C -1.973349 -0.157831 1.470520 -0.2671 0.2400 0.6763
C -0.702184 0.190778 1.416334 -0.3993 -0.6190 -0.7883
C 0.046291 -0.110733 0.380240 -0.0064 -0.0262 -0.1757
O -0.709383 -0.771433 -0.629112 0.6744 -0.3892 -0.6873
C 1.429615 0.122258 -0.114628 0.1378 -0.0283 0.0180
C 1.308890 0.903565 -1.412839 0.2582 -0.0560 -0.3085
O 1.739230 0.530797 -2.473721 -0.1193 0.2077 0.4645
H -2.255141 -1.154078 1.806351 -0.2072 0.2559 0.4699
H -2.731500 0.440895 0.971829 -0.1201 0.1439 0.4687
H -0.852268 -1.686732 -0.353780 0.0480 0.1425 -0.0872
H 1.894002 -0.842377 -0.345717 0.0577 0.1784 0.0441
H 2.048029 0.670615 0.601089 -0.1229 0.0301 -0.0268
H 0.757768 1.864276 -1.316567 0.0663 -0.0798 -0.0676
```
Positions in Å, forces in eV/Å.

As for the spin multiplicity: 1. As for the gap between HOMO and LUMO: 0.3432 hartree. The HOMO energy comes out at -9.35 eV. As for the LUMO energy: -0.01 eV. The relative energy (zero: lowest compared OMol25 entry of this formula, charge and spin) is 91.1 kcal/mol. The SMILES is C=C=C(O)CC=O.


(2)
# C5H6O2

A structure of composition C5H6O2 at a distorted geometry (the ωB97M-V functional and the def2-TZVPD basis, OMol25).

Structure (XYZ):
```
13
Properties=species:S:1:pos:R:3:forces:R:3
C 1.435724 0.100490 -0.134293 6.0857 -1.9307 -2.3863
C 0.506223 1.048440 0.432361 -3.1066 1.1266 0.1919
C -0.862727 0.687443 -0.393681 -1.6759 2.1866 -1.0043
C -0.904900 -0.844119 -0.168149 2.7245 1.4437 -4.6680
C 0.533012 -0.957978 0.397803 0.7326 -3.9068 1.2610
H 0.595057 2.084600 0.763397 0.4758 -0.3432 -0.0986
H -1.855549 1.213589 -0.054926 2.1619 -0.8001 0.1091
H -0.945304 0.954567 -1.564550 1.1188 -0.4364 2.6113
H -1.770716 -1.051216 0.321698 -1.7236 -1.3545 2.2746
H -1.058554 -1.199780 -1.252403 0.6367 -0.3926 1.7862
H 1.189411 -2.013365 0.583523 -2.4015 2.8548 -0.1334
O 2.654780 -0.042606 -0.460627 -4.7353 1.2834 0.9906
O 0.483542 0.019935 1.529846 -0.2930 0.2692 -0.9342
```
Positions in Å, forces in eV/Å.

As for the spin multiplicity: 1. As for the gap between HOMO and LUMO: 0.3980 hartree. The HOMO energy comes out at -10.00 eV. As for the LUMO energy: 0.83 eV. The relative energy (zero: lowest compared OMol25 entry of this formula, charge and spin) is 87.7 kcal/mol.


(3)
# C5H6O2

The molecule C5H6O2 (the ωB97M-V functional and the def2-TZVPD basis, OMol25).

Structure (XYZ):
```
13
Properties=species:S:1:pos:R:3:forces:R:3
O 0.625395 2.011759 -0.084036 -0.1593 -0.4532 0.2335
C 0.273028 0.880618 0.178561 0.0841 0.3913 -0.1971
C 1.259622 -0.261284 -0.097560 0.0993 -0.0306 0.1767
O 1.269176 -0.521618 -1.521581 -0.3191 -0.0173 -0.2665
C 0.162813 -0.255913 -2.161021 0.5452 -0.1941 -0.0524
C -1.388662 -0.412731 1.511190 0.0817 0.0907 -0.1067
C -1.087311 0.596677 0.697961 -0.0875 -0.1310 0.1331
H 1.039340 -1.205046 0.407989 -0.0718 0.1756 -0.1017
H 2.273007 0.057107 0.153418 -0.1643 0.0322 -0.0278
H 0.437490 -0.533082 -3.208715 -0.1315 0.0357 0.2047
H -0.646661 -1.144163 1.822249 -0.0927 0.1078 -0.0401
H -2.389508 -0.541453 1.913422 0.1448 0.0456 -0.0982
H -1.827727 1.329134 0.388129 0.0709 -0.0526 0.1425
```
Positions in Å, forces in eV/Å.

As for the spin multiplicity: 1. As for the gap between HOMO and LUMO: 0.3351 hartree. The HOMO energy comes out at -8.88 eV. As for the LUMO energy: 0.24 eV. The relative energy (zero: lowest compared OMol25 entry of this formula, charge and spin) is 97.1 kcal/mol.


(4)
# C5H6O2

The molecule C5H6O2 (the ωB97M-V functional and the def2-TZVPD basis, OMol25).

Structure (XYZ):
```
13
Properties=species:S:1:pos:R:3:forces:R:3
C -1.151560 2.575185 0.260278 0.2339 -0.4054 -0.0969
C -0.616100 1.507909 0.111496 -0.2127 0.4175 0.1592
C -0.001899 0.179102 0.185750 -0.1282 -0.0119 0.1934
C -1.012515 -0.974149 0.126365 -0.0569 -0.0542 0.0350
O 0.974503 0.043988 -0.873481 0.0909 -0.0005 0.0288
C 1.945389 -0.838428 -0.610634 0.1063 -0.2327 0.2798
O 2.047987 -1.489578 0.396971 -0.0335 0.2661 -0.4519
H -1.607882 3.527956 0.414545 0.0536 -0.1488 -0.1288
H 0.548926 0.136148 1.129522 -0.0898 -0.0219 -0.0666
H -1.043858 -1.386725 -0.885951 -0.0241 0.1224 0.0995
H -2.016651 -0.632770 0.387751 0.1746 -0.0191 0.0132
H -0.711948 -1.766983 0.813843 -0.0325 0.0656 -0.1358
H 2.645605 -0.881652 -1.456454 -0.0815 0.0228 0.0712
```
Positions in Å, forces in eV/Å.

As for the spin multiplicity: 1. As for the gap between HOMO and LUMO: 0.4156 hartree. The HOMO energy comes out at -10.35 eV. As for the LUMO energy: 0.96 eV. The relative energy (zero: lowest compared OMol25 entry of this formula, charge and spin) is 45.2 kcal/mol. The SMILES is C#C[C@@H](C)OC=O.


(5)
# C5H6O2

The molecule C5H6O2 (the ωB97M-V functional and the def2-TZVPD basis, OMol25).

Structure (XYZ):
```
13
Properties=species:S:1:pos:R:3:forces:R:3
O 0.681462 0.809769 -2.394462 -0.1766 -0.2318 0.5281
C 0.367928 0.358416 -1.320153 0.1007 0.1020 -0.3841
C 1.191479 -0.636105 -0.494301 0.0579 0.0170 -0.0660
C 0.455104 -0.680355 0.816948 -0.0894 0.1358 0.0680
C -0.623254 0.109357 0.801692 0.2693 -0.1524 -0.2467
O -1.461189 0.415989 1.818104 0.0532 -0.1676 0.1958
C -0.906282 0.704014 -0.546517 -0.0156 0.0433 0.0377
H 2.218463 -0.262069 -0.394843 -0.1259 -0.0554 -0.0812
H 1.254678 -1.594546 -1.027581 -0.0642 0.1334 0.0865
H 0.791787 -1.251823 1.676868 -0.0076 0.1304 -0.0776
H -1.093123 0.037392 2.630440 -0.2070 0.0911 -0.1298
H -1.111896 1.778871 -0.544523 0.1106 -0.1228 0.0303
H -1.765158 0.211090 -1.021669 0.0945 0.0769 0.0391
```
Positions in Å, forces in eV/Å.

As for the spin multiplicity: 1. As for the gap between HOMO and LUMO: 0.3557 hartree. The HOMO energy comes out at -8.99 eV. As for the LUMO energy: 0.69 eV. The relative energy (zero: lowest compared OMol25 entry of this formula, charge and spin) is 11.0 kcal/mol. The SMILES is O=C1CC=C(O)C1.


(6)
# C5H6O2

The molecule C5H6O2 at a distorted geometry (the ωB97M-V functional and the def2-TZVPD basis, OMol25).

Structure (XYZ):
```
13
Properties=species:S:1:pos:R:3:forces:R:3
C -1.227972 0.083788 0.398284 -1.4551 -0.0341 1.7368
C -0.267629 0.960836 -0.415430 -1.3078 -1.1044 -2.8736
O -0.353773 -0.224401 -1.378417 -0.1471 0.8323 -1.2295
C -0.386522 -1.106431 -0.224264 1.2099 3.9702 -0.5698
C 1.041778 -0.779709 0.274810 0.4759 0.9830 0.9339
O 1.992808 -0.101598 -0.633552 -1.2983 -0.9677 0.5877
C 1.112290 0.677588 0.167278 -1.1703 -0.6182 -1.8027
H -2.218393 0.095260 -0.165355 1.0546 -0.0308 1.2566
H -1.312196 0.279635 1.537676 -0.0037 -0.5176 -1.7126
H -0.625429 1.957519 -0.930720 1.0105 -1.9939 1.2501
H -0.682204 -2.097122 -0.456160 -0.4161 -0.7963 0.1114
H 1.402966 -1.227137 1.163655 0.8499 -0.7245 0.4151
H 1.524274 1.481770 0.662193 1.1976 1.0019 1.8966
```
Positions in Å, forces in eV/Å.

As for the spin multiplicity: 1. As for the gap between HOMO and LUMO: 0.3933 hartree. The HOMO energy comes out at -9.68 eV. As for the LUMO energy: 1.02 eV. The relative energy (zero: lowest compared OMol25 entry of this formula, charge and spin) is 98.0 kcal/mol. The SMILES is C1[C@@H]2O[C@H]1[C@H]1O[C@H]12.


(7)
# C5H6O2

The molecule C5H6O2 (the ωB97M-V functional and the def2-TZVPD basis, OMol25).

Structure (XYZ):
```
13
Properties=species:S:1:pos:R:3:forces:R:3
O 0.973596 -1.875768 0.166133 0.3148 0.3533 0.3633
C 1.631283 -1.172242 0.890202 -0.1882 -0.2704 -0.2022
C 1.505288 0.343318 0.986482 -0.0191 -0.0361 0.0039
C 0.347140 0.794768 0.233888 -0.5377 0.0739 -0.1902
C -0.704897 0.912842 -0.337770 0.4460 -0.1886 0.2622
C -1.961153 0.683690 -1.053234 -0.0315 0.3702 0.0625
O -1.943021 -0.586340 -1.678160 0.1614 -0.1831 0.0294
H 2.391355 -1.606525 1.567404 0.0223 -0.0050 -0.0776
H 1.411296 0.598622 2.048856 0.0619 -0.0105 -0.0780
H 2.450282 0.782706 0.643507 -0.0802 -0.0467 0.0204
H -2.794451 0.751799 -0.340194 0.0862 -0.0248 -0.1195
H -2.113546 1.449229 -1.818642 -0.0362 -0.0532 0.0177
H -1.193172 -1.076099 -1.308472 -0.1997 0.0209 -0.0919
```
Positions in Å, forces in eV/Å.

As for the spin multiplicity: 1. As for the gap between HOMO and LUMO: 0.3913 hartree. The HOMO energy comes out at -9.86 eV. As for the LUMO energy: 0.79 eV. The relative energy (zero: lowest compared OMol25 entry of this formula, charge and spin) is 57.1 kcal/mol. The SMILES is O=CCC#CCO.


(8)
# C5H6O2

The molecule C5H6O2 at a distorted geometry (the ωB97M-V functional and the def2-TZVPD basis, OMol25).

Structure (XYZ):
```
13
Properties=species:S:1:pos:R:3:forces:R:3
C 1.843003 -0.028486 0.002423 1.9474 -1.6918 -1.3058
C 1.156492 1.084059 -0.228071 2.1256 3.8425 0.9091
C -0.146063 0.700525 0.204259 -3.9311 -1.2888 1.0965
O -1.720380 0.802902 -0.071234 2.4736 -0.1990 -0.6832
C -1.762949 -0.623371 0.016928 -2.2178 -1.5747 1.3630
C -0.201903 -0.734696 -0.260490 0.3505 2.0940 -0.3502
O 1.123433 -1.188016 0.193752 -0.3106 -0.4107 0.2203
H 2.949548 -0.157555 -0.160782 -1.3311 0.0291 0.8682
H 1.677523 2.064702 0.091111 -0.8938 -1.4795 -1.2929
H -0.189079 0.756823 1.285299 -0.1030 0.0506 0.4518
H -2.458017 -1.035332 -0.774636 1.1270 0.2780 0.5629
H -2.311084 -0.983185 1.043876 1.9933 0.7354 -2.0353
H 0.039475 -0.658372 -1.342435 -1.2298 -0.3852 0.1956
```
Positions in Å, forces in eV/Å.

As for the spin multiplicity: 1. As for the gap between HOMO and LUMO: 0.3781 hartree. The HOMO energy comes out at -9.30 eV. As for the LUMO energy: 0.98 eV. The relative energy (zero: lowest compared OMol25 entry of this formula, charge and spin) is 120.3 kcal/mol. The SMILES is C1=C[C@H]2OC[C@@H]2O1.


(9)
# C5H6O2

A cluster of 2 separate species, C5H6O2 in total (the ωB97M-V functional and the def2-TZVPD basis, OMol25).

Structure (XYZ):
```
13
Properties=species:S:1:pos:R:3:forces:R:3
C -1.424175 2.963725 0.096226 0.1953 -0.4403 0.0253
C -0.921260 1.872687 0.168019 -0.2136 0.4618 -0.0311
C -0.342394 0.549263 0.285715 -0.0135 0.1126 0.1696
C -0.975582 -0.601045 -0.366592 -0.2309 -0.1778 0.0472
O 0.206557 -0.024997 -0.901663 0.0950 0.0494 -0.1570
H -1.875737 3.928992 0.027969 0.0987 -0.1601 0.0107
H 0.253134 0.361352 1.178653 -0.1074 0.0487 -0.1264
H -0.850292 -1.584000 0.086146 -0.0334 0.1389 -0.0508
H -1.874717 -0.447286 -0.960421 0.1463 0.0003 0.1023
C 1.949498 -1.750062 0.088389 -0.0194 0.0105 0.3178
O 1.740778 -1.576785 1.264928 0.0734 -0.1088 -0.5108
H 1.332621 -2.436741 -0.523841 0.0772 0.0639 0.1096
H 2.781568 -1.255097 -0.443529 -0.0678 0.0009 0.0936
```
Positions in Å, forces in eV/Å.

As for the spin multiplicity: 1. As for the gap between HOMO and LUMO: 0.4081 hartree. The HOMO energy comes out at -10.13 eV. As for the LUMO energy: 0.98 eV. The relative energy (zero: lowest compared OMol25 entry of this formula, charge and spin) is 94.0 kcal/mol. The SMILES is C#C[C@H]1CO1.C=O.


(10)
# C5H6O2

The molecule C5H6O2 (the ωB97M-V functional and the def2-TZVPD basis, OMol25).

Structure (XYZ):
```
13
Properties=species:S:1:pos:R:3:forces:R:3
O 0.535846 0.311892 2.355805 -0.2508 0.1355 -0.2098
C -0.368744 0.314957 1.558094 0.4449 -0.0570 -0.1323
C -0.198133 0.018650 0.093882 -0.0326 -0.0357 0.3755
C -1.437404 -0.457530 -0.551126 -0.0780 -0.1495 -0.5147
O -1.584263 -0.736990 -1.720525 0.1835 0.2439 0.6274
C 1.105588 -0.614886 -0.396770 0.0738 -0.1252 -0.0183
C 0.848495 0.799038 -0.711772 0.0141 0.1197 -0.0005
H -1.414217 0.545781 1.882662 0.3060 -0.1009 -0.1161
H -2.249818 -0.599682 0.187630 -0.2821 -0.0275 -0.2202
H 0.977578 -1.344516 -1.191968 -0.0214 0.1359 0.1492
H 1.831849 -0.856578 0.374247 -0.1792 0.1084 -0.0738
H 0.549610 1.066986 -1.721762 0.0035 -0.1001 0.1816
H 1.403612 1.552877 -0.158397 -0.1818 -0.1476 -0.0480
```
Positions in Å, forces in eV/Å.

As for the spin multiplicity: 1. As for the gap between HOMO and LUMO: 0.3841 hartree. The HOMO energy comes out at -10.02 eV. As for the LUMO energy: 0.43 eV. The relative energy (zero: lowest compared OMol25 entry of this formula, charge and spin) is 30.9 kcal/mol. The SMILES is O=CC1(C=O)CC1.